Here is C25H32Br2CaN3O7S2 as an isolated structure from OMol25. Energies are from the ωB97M-V functional and the def2-TZVPD basis.

ORCA input file:
```
! RIJCOSX wB97M-V def2-TZVPD def2/J DEFGRID3
* xyz -1 1
Ca -0.975 0.370 -0.820
C 1.638 -0.135 3.558
C 1.573 0.979 2.548
C 0.428 1.759 2.436
C 0.352 2.814 1.536
C -0.893 3.645 1.418
C 1.470 3.098 0.753
C 2.614 2.318 0.823
C 3.809 2.610 -0.047
C 2.656 1.261 1.728
H 1.614 0.265 4.574
H 2.553 -0.716 3.443
H 0.783 -0.804 3.443
H -0.425 1.546 3.072
H -0.655 4.698 1.262
H -1.522 3.545 2.304
H -1.462 3.313 0.552
H 1.434 3.942 0.072
H 4.619 3.043 0.544
H 3.549 3.310 -0.840
H 4.181 1.692 -0.507
H 3.554 0.654 1.798
N -0.498 -1.799 -3.548
C -1.611 -2.679 -3.204
C -2.104 -2.524 -1.758
O -2.610 -3.506 -1.218
O -1.998 -1.358 -1.212
H -0.736 -0.853 -3.263
H -0.417 -1.747 -4.556
H -1.312 -3.721 -3.328
H -2.505 -2.515 -3.826
Br 4.003 0.832 -5.351
C 2.882 0.781 -3.816
C 2.142 1.885 -3.460
C 1.383 1.793 -2.296
N 1.371 0.711 -1.523
C 2.047 -0.366 -1.918
C 2.843 -0.375 -3.060
C 1.916 -1.560 -1.049
C 2.659 -2.723 -1.255
C 2.466 -3.779 -0.389
Br 3.480 -5.365 -0.619
C 1.577 -3.675 0.663
C 0.906 -2.468 0.791
N 1.061 -1.447 -0.035
H 2.130 2.785 -4.056
H 0.781 2.635 -1.988
H 3.407 -1.242 -3.363
H 3.388 -2.807 -2.046
H 1.424 -4.483 1.363
H 0.217 -2.309 1.610
C -2.480 -0.944 3.929
C -2.483 -2.109 2.955
S -2.314 -1.621 1.152
O -1.366 -0.455 1.238
C -4.012 -0.922 1.017
C -4.067 0.581 1.234
H -2.265 -1.273 4.948
H -3.443 -0.436 3.931
H -1.710 -0.237 3.619
H -3.382 -2.722 3.032
H -1.618 -2.757 3.119
H -4.627 -1.460 1.737
H -4.329 -1.186 0.008
H -3.496 0.867 2.116
H -5.102 0.897 1.367
H -3.652 1.107 0.381
O -2.184 1.969 -0.960
S -1.794 2.306 -2.381
O -0.928 1.139 -2.814
O -0.971 3.515 -2.351
O -2.967 2.411 -3.217
*
```

Output
Orbital gap   7.881 eV
HOMO energy   -5.81 eV

***

Here is a 5-piece molecular cluster, H10O5 overall from OMol25. Energies are from the ωB97M-V functional and the def2-TZVPD basis.

ORCA input file:
```
! RIJCOSX wB97M-V def2-TZVPD def2/J DEFGRID3
* xyz 0 1
O 1.114 -2.011 0.525
H 0.818 -2.897 0.292
H 1.308 -2.041 1.469
O 2.691 1.721 -0.207
H 1.911 1.210 0.043
H 3.369 1.069 -0.407
O -0.044 0.545 0.032
H 0.216 -0.391 0.116
H -0.944 0.599 0.363
O -4.270 -0.372 2.129
H -3.686 -0.458 1.370
H -3.858 0.292 2.691
O 0.664 1.181 -3.003
H 0.052 0.534 -3.363
H 0.661 1.019 -2.050
*
```

Output
Orbital gap   10.685 eV
Structure (SMILES)   O.O.O.O.O
HOMO energy   -10.83 eV

***

Here is one molecule with the formula C5H10O from OMol25. Energies are from the ωB97M-V functional and the def2-TZVPD basis.

ORCA input file:
```
! RIJCOSX wB97M-V def2-TZVPD def2/J DEFGRID3
* xyz 0 1
C -0.441 -1.865 -0.670
C -1.328 0.449 -0.351
C -0.980 -0.831 0.327
C 0.538 1.923 0.080
C 1.604 1.054 0.652
O -0.607 1.524 -0.399
H -1.058 -1.871 -1.575
H 0.578 -1.601 -0.973
H -0.436 -2.877 -0.251
H -2.224 0.526 -0.956
H -1.892 -1.214 0.805
H -0.268 -0.670 1.140
H 0.754 2.933 -0.237
H 2.438 1.703 0.935
H 1.328 0.493 1.552
H 1.993 0.323 -0.080
*
```

Output
Orbital gap (spin up / spin down)   7.854 / 7.900 eV
HOMO energy (spin up / spin down)   -6.73 / -6.81 eV

***

Here is a 6-piece molecular cluster, C37H77ClIN2O13P overall from OMol25. Energies are from the ωB97M-V functional and the def2-TZVPD basis.

ORCA input file:
```
! RIJCOSX wB97M-V def2-TZVPD def2/J DEFGRID3
* xyz 0 1
C 3.241 6.998 -0.840
C 2.222 7.362 -1.904
C 1.842 6.213 -3.044
C 0.232 5.973 -3.233
I -0.358 6.924 -5.121
C -0.506 6.866 -2.027
N -1.002 7.442 -0.951
C -0.269 4.422 -3.056
C -0.555 4.217 -1.427
N -0.841 4.030 -0.158
C 0.726 3.289 -3.699
C 1.704 2.574 -2.594
C 1.073 1.234 -1.887
Cl 2.548 0.247 -1.239
C -1.739 4.225 -3.829
C -2.496 2.810 -3.379
C -3.951 3.065 -2.641
P -5.168 4.145 -3.658
O -4.751 4.257 -5.211
O -5.015 5.781 -3.026
C -6.215 6.583 -3.312
C -7.018 6.941 -1.901
O -6.821 3.598 -3.635
C -7.141 2.821 -2.428
C -7.041 3.657 -1.018
H 4.005 7.816 -0.429
H 3.304 5.871 -0.458
H 1.796 8.452 -1.884
H 2.243 6.620 -4.091
H 2.461 5.261 -2.762
H 1.440 3.781 -4.519
H 0.137 2.428 -4.279
H 2.681 2.223 -3.168
H 2.076 3.353 -1.780
H 0.467 0.559 -2.626
H 0.444 1.546 -0.950
H -1.509 4.082 -4.992
H -2.450 5.142 -3.658
H -1.776 2.092 -2.759
H -2.746 2.197 -4.372
H -3.845 3.607 -1.582
H -4.381 1.984 -2.399
H -6.913 6.155 -4.148
H -5.827 7.634 -3.719
H -7.977 6.286 -1.743
H -7.241 8.109 -1.923
H -6.284 6.732 -0.997
H -8.286 2.501 -2.537
H -6.551 1.785 -2.368
H -6.175 4.442 -0.966
H -8.062 4.250 -0.891
H -6.853 2.882 -0.136
C 4.146 -2.542 0.677
O 4.639 -3.835 0.342
C 4.042 -4.864 1.137
C 2.963 -5.615 0.352
O 1.838 -4.776 0.081
C 1.829 -4.301 -1.260
H 4.483 -1.838 -0.090
H 3.053 -2.518 0.709
H 4.556 -2.228 1.642
H 3.635 -4.453 2.069
H 4.839 -5.566 1.400
H 2.599 -6.447 0.965
H 3.372 -6.034 -0.575
H 1.563 -5.118 -1.940
H 2.797 -3.880 -1.549
H 1.072 -3.517 -1.343
C 5.434 -5.477 8.112
O 5.992 -6.323 7.112
C 4.999 -6.831 6.217
C 5.015 -6.076 4.884
O 4.586 -4.722 5.048
C 5.675 -3.807 5.051
H 6.254 -4.969 8.628
H 4.776 -4.717 7.682
H 4.883 -6.080 8.841
H 4.003 -6.796 6.676
H 5.245 -7.880 6.029
H 4.305 -6.555 4.201
H 6.008 -6.119 4.421
H 6.075 -3.706 4.037
H 6.471 -4.123 5.733
H 5.304 -2.833 5.379
C 1.100 1.009 5.858
O 1.963 -0.094 6.114
C 1.712 -1.193 5.233
C 2.763 -1.265 4.122
O 2.653 -0.154 3.230
C 3.647 0.834 3.472
H 1.473 1.872 6.417
H 1.077 1.270 4.797
H 0.089 0.776 6.209
H 0.700 -1.136 4.814
H 1.774 -2.105 5.836
H 2.586 -2.169 3.530
H 3.774 -1.332 4.542
H 4.621 0.471 3.126
H 3.707 1.100 4.532
H 3.387 1.731 2.904
C -3.858 -1.869 -5.169
O -2.952 -2.357 -6.153
C -2.139 -1.316 -6.702
C -0.729 -1.341 -6.106
O -0.744 -0.990 -4.720
C -0.623 -2.127 -3.873
H -4.298 -2.728 -4.654
H -3.356 -1.243 -4.427
H -4.662 -1.305 -5.654
H -2.608 -0.335 -6.560
H -2.068 -1.501 -7.779
H -0.118 -0.590 -6.618
H -0.256 -2.319 -6.257
H 0.403 -2.507 -3.910
H -1.323 -2.920 -4.154
H -0.844 -1.817 -2.848
C -3.100 -2.171 3.783
O -2.237 -3.274 4.039
C -2.488 -4.373 3.158
C -1.437 -4.445 2.047
O -1.547 -3.334 1.154
C -0.553 -2.346 1.397
H -2.727 -1.308 4.341
H -3.123 -1.910 2.722
H -4.111 -2.404 4.134
H -3.500 -4.316 2.739
H -2.426 -5.285 3.761
H -1.614 -5.349 1.455
H -0.426 -4.512 2.467
H 0.421 -2.709 1.051
H -0.493 -2.080 2.457
H -0.813 -1.449 0.829
*
```

Output
Orbital gap   8.585 eV
Structure (SMILES)   C=CC[C@](I)(C#N)[C@](C#N)(CCCCl)CCCP(=O)(OCC)OCC.COCCOC.COCCOC.COCCOC.COCCOC.COCCOC
HOMO energy   -9.12 eV